[1]
# C4H11NO3

2 unconnected molecules or ions with the total composition C4H11NO3 in a non-equilibrium geometry (the ωB97M-V functional and the def2-TZVPD basis, the OMol25 dataset).

XYZ file:
```
19
C4H11NO3 the ωB97M-V functional and the def2-TZVPD basis
C -0.161 0.399 2.578
C -0.514 0.540 1.086
N 0.586 0.106 0.262
C 0.496 0.021 -1.148
C 1.837 -0.384 -1.736
O 2.459 0.144 -2.608
O 2.344 -1.465 -1.085
H -0.775 1.127 3.105
H -0.319 -0.653 2.809
H 0.872 0.621 2.857
H -1.476 -0.005 0.999
H -0.888 1.534 0.795
H 1.024 -0.665 0.746
H 0.195 0.938 -1.653
H -0.167 -0.714 -1.650
H 3.203 -1.581 -1.503
O -2.513 0.065 -1.384
H -3.061 -0.743 -1.433
H -3.143 0.716 -1.037
```

As for the SMILES: CCNCC(=O)O.O. The calculation puts the HOMO-LUMO gap at 9.113 eV.

Results of the Löwdin charge analysis, in e, for atoms 1 through 2: number 1, C, carries -0.095; number 2, C, carries -0.310

=====

[2]
# C27H81O26P5S6

11 unconnected molecules or ions with the total composition C27H81O26P5S6 in a non-equilibrium geometry (the ωB97M-V functional and the def2-TZVPD basis, the OMol25 dataset).

XYZ file:
```
145
C27H81O26P5S6 the ωB97M-V functional and the def2-TZVPD basis
C -1.594 -2.394 -7.226
O -2.193 -1.194 -6.614
P -3.511 -1.297 -5.666
O -4.183 -2.634 -5.753
O -2.967 -0.846 -4.182
C -1.953 -1.484 -3.473
O -4.461 -0.036 -6.150
C -5.058 -0.033 -7.440
H -2.399 -3.110 -7.395
H -0.884 -2.873 -6.552
H -1.231 -2.123 -8.217
H -1.197 -0.715 -3.313
H -1.421 -2.275 -4.003
H -2.405 -1.805 -2.535
H -6.126 0.181 -7.433
H -4.915 -1.005 -7.911
H -4.568 0.697 -8.086
C 3.058 2.035 -1.684
O 2.300 2.928 -2.419
P 0.770 2.720 -2.726
O 0.274 1.447 -3.258
O 0.079 3.095 -1.347
C 0.341 4.296 -0.682
O 0.347 3.996 -3.596
C -0.957 4.112 -4.146
H 3.607 2.517 -0.874
H 3.764 1.527 -2.341
H 2.414 1.296 -1.208
H -0.637 4.695 -0.412
H 0.788 5.024 -1.360
H 0.902 4.172 0.244
H -0.864 4.292 -5.217
H -1.339 5.020 -3.679
H -1.659 3.281 -4.076
C -3.761 -4.402 6.097
O -3.489 -3.112 6.549
P -2.674 -2.008 5.668
O -2.413 -2.272 4.220
O -3.506 -0.636 5.978
C -3.831 0.279 4.929
O -1.379 -1.758 6.621
C -0.384 -0.827 6.306
H -3.164 -5.170 6.588
H -3.515 -4.457 5.036
H -4.838 -4.561 6.159
H -3.086 0.237 4.135
H -3.771 1.304 5.295
H -4.752 -0.005 4.419
H 0.488 -1.267 5.822
H -0.233 -0.189 7.177
H -0.743 -0.138 5.542
C -3.293 1.581 -2.747
O -4.178 2.344 -2.003
P -5.173 3.413 -2.770
O -5.856 2.845 -3.957
O -6.170 3.855 -1.581
C -7.242 4.694 -1.971
O -4.249 4.738 -2.906
C -3.621 5.234 -1.753
H -2.234 1.794 -2.600
H -3.521 1.423 -3.801
H -3.533 0.594 -2.352
H -6.979 5.695 -1.627
H -8.173 4.294 -1.569
H -7.290 4.800 -3.054
H -4.230 5.890 -1.130
H -2.781 5.838 -2.098
H -3.344 4.494 -1.003
C 4.907 -0.590 0.807
O 5.844 -0.497 -0.210
P 5.754 -1.247 -1.661
O 4.702 -0.687 -2.464
O 7.291 -1.224 -2.150
C 7.667 -1.665 -3.436
O 5.525 -2.857 -1.321
C 6.526 -3.521 -0.545
H 4.438 0.379 0.972
H 5.440 -0.841 1.724
H 4.112 -1.267 0.495
H 8.057 -2.682 -3.486
H 8.554 -1.077 -3.673
H 6.871 -1.541 -4.171
H 7.487 -3.019 -0.440
H 6.829 -4.489 -0.945
H 6.126 -3.577 0.468
C 0.142 -0.868 2.599
S 0.277 0.491 1.389
O 1.787 0.516 1.065
C -0.514 -0.256 -0.076
H -0.876 -0.901 2.988
H 0.790 -0.565 3.421
H 0.460 -1.866 2.296
H -0.441 0.441 -0.911
H -1.591 -0.367 0.055
H -0.095 -1.226 -0.341
C -1.328 5.391 2.490
S -1.883 3.680 2.911
O -2.948 3.822 3.968
C -2.515 3.027 1.367
H -0.340 5.284 2.042
H -1.271 6.029 3.372
H -1.932 5.966 1.788
H -1.667 2.945 0.688
H -3.465 3.522 1.169
H -2.661 1.966 1.569
C 2.507 1.662 4.433
S 2.596 3.509 4.646
O 1.261 3.974 5.130
C 2.478 3.900 2.846
H 3.254 1.230 3.768
H 1.560 1.395 3.965
H 2.584 1.145 5.390
H 1.866 3.210 2.265
H 3.492 3.842 2.451
H 2.120 4.928 2.779
C 4.747 -3.608 3.999
S 4.573 -1.894 4.498
O 3.112 -1.619 4.925
C 5.445 -2.017 6.126
H 4.559 -4.328 4.795
H 5.799 -3.811 3.800
H 4.152 -3.870 3.123
H 6.506 -2.240 6.012
H 4.895 -2.637 6.833
H 5.343 -1.051 6.621
C -0.027 -4.285 0.604
S -1.705 -3.577 1.012
O -2.277 -3.236 -0.398
C -2.605 -5.160 1.454
H -0.036 -5.150 -0.058
H 0.670 -4.525 1.407
H 0.493 -3.464 0.109
H -3.626 -4.844 1.664
H -2.126 -5.595 2.332
H -2.594 -5.965 0.719
C 1.746 -1.703 -3.015
S 0.950 -3.344 -2.727
O 0.409 -3.815 -4.090
C 2.510 -4.270 -2.351
H 0.963 -1.037 -3.380
H 2.598 -1.813 -3.685
H 2.098 -1.282 -2.074
H 3.247 -4.340 -3.150
H 2.186 -5.232 -1.954
H 3.012 -3.763 -1.526
```

The calculation puts the HOMO-LUMO gap at 8.328 eV.

Results of the Löwdin charge analysis, in e, for atoms 1 through 2: number 1, C, carries -0.061; number 2, O, carries -0.244

=====

[3]
# C14H36MgN2O4

A molecular structure, C14H36MgN2O4 in a non-equilibrium geometry (the ωB97M-V functional and the def2-TZVPD basis, the OMol25 dataset).

XYZ file:
```
57
C14H36MgN2O4 the ωB97M-V functional and the def2-TZVPD basis
Mg 0.537 -0.183 0.135
C 2.573 -0.340 -2.711
C 3.041 0.582 -1.549
C 3.404 2.006 -2.028
O 2.057 0.675 -0.598
H 2.416 -1.384 -2.340
H 3.248 -0.412 -3.560
H 1.544 0.006 -2.884
H 3.970 0.228 -1.068
H 4.184 2.025 -2.792
H 3.634 2.564 -1.091
H 2.495 2.419 -2.520
C -2.185 -1.594 -2.961
C -0.879 -0.857 -2.421
C -1.132 0.618 -2.654
O -0.591 -1.068 -1.069
H -2.187 -2.613 -2.721
H -2.310 -1.399 -4.025
H -3.050 -1.232 -2.363
H -0.018 -1.165 -3.033
H -2.038 0.898 -2.099
H -1.181 0.828 -3.711
H -0.285 1.138 -2.179
C -1.138 -3.755 2.670
C -0.497 -2.320 2.458
C 0.989 -2.589 2.160
O 1.689 -1.547 1.511
C 3.071 -1.733 1.502
N -0.979 -1.434 1.417
H -2.243 -3.748 2.829
H -0.709 -4.158 3.557
H -0.826 -4.339 1.827
H -0.572 -1.781 3.430
H 0.974 -3.500 1.482
H 1.526 -2.833 3.061
H 3.430 -2.001 2.543
H 3.444 -0.780 1.201
H 3.427 -2.508 0.824
H -1.933 -1.079 1.551
H -1.120 -1.926 0.524
C -0.619 4.208 1.845
C -0.750 2.679 1.570
C -2.072 2.359 0.957
O -2.247 0.973 0.736
C -3.469 0.636 0.253
N 0.368 1.988 0.885
H -0.746 4.832 0.948
H 0.361 4.326 2.358
H -1.418 4.461 2.567
H -0.765 2.155 2.590
H -2.134 2.774 -0.052
H -2.829 2.727 1.622
H -3.303 -0.403 -0.019
H -3.603 1.151 -0.692
H -4.346 0.782 0.887
H 1.253 2.300 1.295
H 0.540 2.340 -0.055
```

The calculation puts the HOMO-LUMO gap at 8.400 eV.

Results of the Löwdin charge analysis, in e, for atoms 1 through 2: number 1, Mg, carries 0.670; number 2, C, carries -0.044

=====

[4]
# C8H10N2O

A gas-phase ion, C8H10N2O (charge +2) in a non-equilibrium geometry (the ωB97M-V functional and the def2-TZVPD basis, the OMol25 dataset).

XYZ file:
```
21
C8H10N2O the ωB97M-V functional and the def2-TZVPD basis
C 1.997 0.470 -0.379
C 1.917 1.396 0.662
C 0.882 -0.288 -0.683
C 0.718 -1.520 -1.495
C -1.180 -1.035 -0.291
C 0.726 1.707 1.390
C -0.514 1.234 0.659
C -2.577 -1.158 0.201
N 1.547 -2.114 -2.167
N -0.307 -0.027 -0.044
O -0.706 -1.919 -1.075
H 2.883 0.231 -0.982
H 2.843 1.844 1.015
H 0.796 1.681 2.511
H 0.723 2.762 1.407
H -1.407 1.137 1.318
H -0.750 2.169 -0.044
H -2.896 -2.222 0.071
H -3.200 -0.550 -0.528
H -2.825 -0.836 1.166
H 1.329 -2.962 -2.711
```

Its total charge is +2. The calculation puts the HOMO-LUMO gap at 7.885 eV.

Results of the Löwdin charge analysis, in e, for atoms 1 through 2: number 1, C, carries 0.086; number 2, C, carries 0.114

=====

[5]
# C4H8O

2 unconnected molecules or ions with the total composition C4H8O in a non-equilibrium geometry (the ωB97M-V functional and the def2-TZVPD basis, the OMol25 dataset).

XYZ file:
```
13
C4H8O the ωB97M-V functional and the def2-TZVPD basis
O 2.141 -0.473 -0.126
C 1.446 0.291 0.487
C 0.019 0.193 0.696
C -1.214 0.753 0.066
C -1.041 -0.735 0.196
H 1.938 1.092 1.063
H 0.192 0.293 1.799
H -1.830 1.289 0.766
H -1.180 1.204 -0.922
H -1.540 -1.295 0.976
H -0.936 -1.329 -0.705
H 1.275 -0.670 -1.936
H 0.755 -0.585 -2.470
```

As for the SMILES: O=CC1CC1.[H][H]. The calculation puts the HOMO-LUMO gap at 10.694 eV.

Results of the Löwdin charge analysis, in e, for atoms 1 through 2: number 1, O, carries 0.002; number 2, C, carries -0.291

=====

| no. | LUMO (eV) |
| --- | --- |
| 1 | 0.55 |
| 2 | -0.15 |
| 3 | 0.45 |
| 4 | -11.18 |
| 5 | 0.90 |